DFT (ωB97M-V with the def2-TZVPD basis set) results for 3 unconnected molecules or ions with the total composition C8H22IO8P3 in a non-equilibrium geometry.

Structure (XYZ):
```
42
Properties=species:S:1:pos:R:3:nbo_charge:R:1
C -4.0456 -2.1141 3.0217 -0.24
O -3.4545 -1.2258 2.0594 -0.84
P -2.4434 -0.0988 2.5649 2.58
O -2.1549 -0.1332 3.9948 -1.10
O -3.0992 1.2478 2.0421 -0.81
C -4.3022 1.6812 2.6846 -0.26
O -1.1877 -0.2461 1.6288 -0.82
C -1.2792 -0.9356 0.3650 -0.25
H -4.7860 -1.5865 3.6211 0.18
H -4.5324 -2.9083 2.4616 0.19
H -3.2867 -2.5404 3.6737 0.20
H -4.2568 1.5025 3.7593 0.20
H -5.1593 1.1585 2.2570 0.18
H -4.4043 2.7475 2.5053 0.20
H -2.1282 -0.5814 -0.2164 0.19
H -1.3680 -2.0071 0.5356 0.18
H -0.3640 -0.7324 -0.1830 0.23
C 1.3511 2.6212 -3.6618 -0.24
O 1.6089 1.3387 -4.2608 -0.84
P 1.3554 0.0179 -3.4047 2.58
O 0.7951 0.2596 -2.0791 -1.11
O 2.7542 -0.7233 -3.4270 -0.81
C 3.8204 -0.1406 -2.6643 -0.26
O 0.4880 -0.9083 -4.3347 -0.81
C 0.4662 -0.7310 -5.7590 -0.24
H 2.1082 2.8481 -2.9132 0.19
H 1.3979 3.3574 -4.4597 0.19
H 0.3658 2.6434 -3.2021 0.20
H 3.4528 0.2514 -1.7157 0.20
H 4.2923 0.6570 -3.2397 0.18
H 4.5469 -0.9226 -2.4667 0.20
H 1.4750 -0.6624 -6.1629 0.19
H -0.0962 0.1645 -6.0153 0.19
H -0.0320 -1.6002 -6.1781 0.20
C 2.3832 0.6642 4.3976 -0.33
C 2.2343 0.1099 3.1888 -0.56
P 3.2745 -1.1901 2.4737 0.40
I 5.3129 -1.1766 3.8092 -0.13
H 2.1250 1.7064 4.5277 0.20
H 2.7042 0.1216 5.2736 0.20
H 1.4169 0.4412 2.5587 0.24
H 2.6515 -2.3750 2.9401 -0.02
```

For the molar mass, the calculation gives 466.1 g mol⁻¹. The value obtained for the largest force on an atom is 0.0219 hartree/bohr. Its LUMO energy is 0.28 eV.